{"formula": "C24H21O", "method": "ωB97M-V/def2-TZVPD", "species": ["C", "O", "C", "C", "C", "C", "C", "C", "C", "C", "C", "C", "C", "C", "C", "H", "H", "H", "H", "H", "H", "H", "H", "H", "H", "H", "H", "H", "C", "C", "C", "C", "C", "C", "C", "C", "C", "C", "H", "H", "H", "H", "H", "H", "H", "H"], "coordinates": [[-3.74044, 3.08061, 3.24249], [-3.16343, 1.76243, 3.12935], [-2.45119, 1.35803, 2.03702], [-2.02487, 0.02512, 2.08787], [-1.41354, -0.56174, 1.02629], [-1.00138, 0.24370, -0.04334], [-0.27560, -0.45030, -1.12317], [-0.60875, 0.00431, -2.53819], [-0.00070, -0.65915, -3.61730], [-0.12532, -0.12992, -4.92115], [-0.99394, 0.93619, -5.19746], [-1.70991, 1.49392, -4.13703], [-1.59511, 0.96911, -2.83251], [-1.29905, 1.60372, -0.04510], [-2.04520, 2.17001, 0.96121], [-4.25161, 3.02442, 4.22395], [-2.96110, 3.85618, 3.24791], [-4.47172, 3.24022, 2.44387], [-2.19146, -0.47563, 3.06136], [-1.30522, -1.68009, 1.03113], [-0.63450, -1.54871, -1.09452], [0.58057, -1.57379, -3.48141], [0.48945, -0.54638, -5.71519], [-1.09395, 1.35075, -6.22038], [-2.35911, 2.36411, -4.30482], [-2.31147, 1.37190, -2.10247], [-1.00094, 2.21737, -0.90272], [-2.22258, 3.25247, 0.94833], [1.18331, -0.72379, -0.66333], [2.08588, 0.45376, -0.76986], [2.83690, 0.62662, 0.35477], [2.68758, -0.56743, 1.20364], [1.73632, -1.44021, 0.56767], [1.69972, -2.84938, 0.71960], [2.13252, -3.53652, 1.85916], [2.98647, -3.14305, 2.88675], [3.67531, -1.95017, 3.06276], [3.56559, -0.81478, 2.26050], [1.16634, -1.41643, -1.54651], [2.09384, 1.10320, -1.69445], [3.52088, 1.43140, 0.60593], [1.33758, -3.50025, -0.11187], [1.74990, -4.56612, 1.94189], [3.14963, -3.90415, 3.66986], [4.33253, -1.90540, 3.94688], [4.24177, 0.00382, 2.54262]], "lowdin_charge": [-0.050, -0.103, -0.261, -0.010, -0.036, -0.222, -0.212, -0.167, -0.037, -0.069, -0.079, -0.065, -0.034, -0.056, 0.004, 0.103, 0.093, 0.095, 0.136, 0.137, 0.170, 0.113, 0.105, 0.118, 0.114, 0.113, 0.119, 0.121, -0.196, 0.037, 0.015, -0.095, -0.036, 0.049, -0.017, -0.030, -0.011, 0.031, 0.150, 0.160, 0.125, 0.149, 0.130, 0.131, 0.134, 0.136], "total_energy_ha": -1002.0194, "spin_multiplicity": 1, "homo_lumo_gap_ha": 0.2146, "relative_energy_kcal_mol": 58.5, "charge": 1}